(1)
Computed, not measured: an isolated molecule of C28H24N4O5 in a non-equilibrium geometry, with wB97M-V/def2-TZVPD.

Calculated values
Net charge ... 0
HOMO ... -8.3 eV
2S+1 ... 1
F_max ... 1.3 eV Å⁻¹
SMILES ... N#Cc1ccccc1Cn1c(=O)n(CCCC(=O)NCc2ccc3c(c2)OCO3)c(=O)c2ccccc21
HOMO-LUMO gap ... 8.514 eV
E ... -45625.672 eV

```
61
Properties=species:S:1:pos:R:3:mulliken_charge:R:1
N 5.48462 3.81227 0.36268 -0.580
C 4.39457 3.65128 0.04334 -0.070
C 3.03989 3.46406 -0.31398 0.407
C 2.55621 2.19112 -0.64669 0.851
C 1.21328 2.05178 -0.96339 -0.112
C 0.36735 3.14833 -0.94318 -0.805
C 0.85123 4.40625 -0.61760 -0.550
C 2.18604 4.56843 -0.30500 -0.891
H 2.58241 5.53988 -0.04820 0.505
H 0.18943 5.25898 -0.60792 0.408
H -0.67598 3.01998 -1.18890 0.483
H 0.82657 1.08052 -1.22782 0.671
C 3.49361 1.01299 -0.68637 -1.589
N 2.87832 -0.23045 -0.25276 0.199
C 2.45882 -0.38899 1.04889 1.156
C 2.59478 0.62060 2.00755 -0.780
C 2.16586 0.41471 3.30186 -0.744
C 1.59325 -0.79256 3.68550 -0.790
C 1.45695 -1.79604 2.75390 -0.692
C 1.88491 -1.60565 1.44013 0.596
C 1.70567 -2.68515 0.47277 0.655
O 1.18131 -3.75106 0.73825 -0.699
N 2.18161 -2.41277 -0.79339 -0.029
C 2.75356 -1.22244 -1.20322 0.788
O 3.15661 -1.07492 -2.33545 -0.662
C 1.97784 -3.41407 -1.83295 -1.344
C 0.74482 -3.10014 -2.68055 -0.642
C -0.53838 -3.09484 -1.84901 -0.795
C -0.63608 -1.84771 -0.98798 0.022
O -0.16782 -0.77324 -1.31936 -0.587
N -1.29546 -2.01279 0.17455 0.185
H -1.67702 -2.91444 0.40897 0.262
C -1.52237 -0.92150 1.10396 -0.566
C -2.88353 -0.30454 0.90087 0.163
C -3.92674 -0.56983 1.77219 -0.565
C -5.19911 -0.03347 1.58111 -1.041
C -5.37900 0.76915 0.48230 0.897
C -4.33281 1.03633 -0.40452 0.770
C -3.07941 0.51266 -0.21825 -1.032
H -2.27378 0.71048 -0.90511 0.602
O -4.78311 1.86076 -1.40058 -0.501
C -6.14493 2.10125 -1.11956 -0.262
O -6.50847 1.41757 0.06086 -0.476
H -6.76392 1.74372 -1.95817 0.255
H -6.30860 3.18244 -0.98448 0.245
H -6.00819 -0.23721 2.26175 0.428
H -3.75399 -1.20399 2.62852 0.395
H -0.74602 -0.17540 0.91067 0.001
H -1.41180 -1.29844 2.12269 0.630
H -1.40361 -3.08824 -2.51752 0.393
H -0.58871 -3.98584 -1.22200 0.411
H 0.87406 -2.12020 -3.14333 0.312
H 0.67300 -3.85094 -3.46811 0.487
H 1.86449 -4.37477 -1.32670 0.532
H 2.86677 -3.42323 -2.46652 0.446
H 1.02688 -2.75349 3.00621 0.521
H 1.26533 -0.93939 4.70261 0.427
H 2.28303 1.20724 4.02562 0.460
H 3.03857 1.56731 1.75088 0.273
H 3.80740 0.84116 -1.72349 0.387
H 4.38975 1.20650 -0.08655 0.584
```



(2)
Computed, not measured: a structure of composition C28H24N8O2S4Se2SrTe2 in a non-equilibrium geometry, with wB97M-V/def2-TZVPD.

Calculated values
Net charge ... 0
HOMO ... -5.4 eV
2S+1 ... 1
F_max ... 1.5 eV Å⁻¹
HOMO-LUMO gap ... 4.548 eV
Energy relative to the best compared isomer or geometry (same formula, charge and spin) ... 7.17 kJ/mol
E ... -234902.591 eV

```
71
Properties=species:S:1:pos:R:3:mulliken_charge:R:1
Sr 0.61667 -0.48720 -0.64313 1.811
S 1.90887 2.14937 6.93905 0.126
N 0.75882 2.57410 5.89059 -0.688
C 0.95107 1.84072 4.80533 1.055
C 0.15397 1.90448 3.59127 0.339
C -0.88748 2.81743 3.44555 -0.754
C -1.56692 2.85495 2.25033 -1.128
C -1.18372 1.96888 1.24907 -0.490
N -0.20924 1.08139 1.37404 1.052
C 0.46854 1.04414 2.53256 -0.946
C 1.60599 0.08337 2.65503 -0.557
N 1.85121 -0.73969 1.62391 0.841
C 2.90929 -1.53630 1.68584 -0.705
C 3.77870 -1.56848 2.77689 -1.472
C 3.51478 -0.76019 3.85308 -0.570
C 2.40374 0.08135 3.80144 0.328
C 2.05291 0.96249 4.90248 0.945
N 2.68452 1.03854 6.06387 -0.679
H -1.13002 3.48065 4.26520 0.525
H -2.37575 3.55076 2.07756 0.509
H -1.69061 1.98581 0.29020 0.403
H 3.08805 -2.16736 0.82408 0.620
H 4.63885 -2.22226 2.75031 0.490
H 4.14437 -0.75173 4.73301 0.518
Se 0.30080 -1.43366 -3.66376 -0.462
Te 2.19361 -2.69005 -4.72231 -0.230
Te 4.25952 -1.16661 -3.87015 -0.159
Se 4.01731 -1.30833 -1.38519 -0.445
S -7.28047 1.07549 -1.90554 0.126
N -6.53202 0.20613 -0.77124 -0.679
C -5.23913 0.25823 -1.04998 0.754
C -4.18388 -0.41769 -0.31279 0.536
C -4.44318 -1.25758 0.76777 -0.625
C -3.39430 -1.92169 1.36160 -1.159
C -2.11246 -1.73441 0.84775 -0.585
N -1.85512 -0.92339 -0.16825 0.538
C -2.86402 -0.25935 -0.74395 -0.622
C -2.53729 0.64093 -1.88293 -0.453
N -1.23979 0.85493 -2.16203 0.938
C -0.94922 1.53073 -3.26529 -0.712
C -1.91068 2.09829 -4.10176 -1.237
C -3.23466 1.96181 -3.76784 -0.765
C -3.56319 1.21505 -2.63474 0.178
C -4.93775 1.02611 -2.19896 1.049
N -6.00854 1.54686 -2.77788 -0.693
H -5.46261 -1.38228 1.10857 0.538
H -3.55042 -2.59173 2.19513 0.447
H -1.26252 -2.27270 1.25408 0.571
H 0.10364 1.61014 -3.50848 0.619
H -1.60016 2.62764 -4.99104 0.458
H -4.02529 2.39938 -4.36282 0.537
C 0.16758 -4.77327 -2.00740 -1.050
S 1.43369 -3.79642 -1.22186 0.710
C 1.96374 -5.02198 -0.03711 -1.093
O 0.65170 -2.79987 -0.35784 -0.521
H 0.64198 -5.61853 -2.50488 0.413
H -0.29731 -4.11438 -2.74049 0.233
H -0.54660 -5.10286 -1.25253 0.345
H 2.39024 -5.86932 -0.57330 0.443
H 1.11203 -5.32818 0.56981 0.313
H 2.73527 -4.57005 0.58281 0.241
C 4.14088 2.32676 -1.81653 -0.959
S 2.41468 1.93135 -1.94758 0.612
C 1.76018 3.59493 -1.93535 -1.113
O 2.00314 1.38118 -0.59076 -0.594
H 4.28719 3.02890 -0.99662 0.337
H 4.47269 2.74003 -2.76874 0.366
H 4.63572 1.37134 -1.62818 0.205
H 1.98413 4.08169 -2.88484 0.413
H 2.19236 4.14975 -1.10304 0.387
H 0.68190 3.51142 -1.81109 0.275
```



(3)
Computed, not measured: a structure of composition C28H24N9O3S3W in a non-equilibrium geometry, with wB97M-V/def2-TZVPD.

Calculated values
Net charge ... +3
HOMO ... -14.7 eV
2S+1 ... 1
F_max ... 2.8 eV Å⁻¹
HOMO-LUMO gap ... 3.833 eV
Energy relative to the best compared isomer or geometry (same formula, charge and spin) ... 0.00 kJ/mol
E ... -83282.365 eV

```
68
Properties=species:S:1:pos:R:3:mulliken_charge:R:1
W 0.03578 -0.19618 -0.15010 1.676
N -2.98717 -2.45077 2.99984 -0.369
C -2.34840 -1.93188 1.95578 0.763
S -0.54126 -1.66088 2.24868 0.005
N -2.88362 -1.62502 0.85260 -1.347
N -2.22224 -1.02300 -0.18429 0.703
C -3.04692 -0.85757 -1.17853 -0.100
C -2.77804 -0.26856 -2.45317 0.676
C -3.79023 -0.14219 -3.41052 -0.915
C -3.50168 0.37338 -4.65928 -0.801
C -2.19959 0.75382 -4.97950 -0.737
C -1.17753 0.63304 -4.05110 -0.689
C -1.48131 0.13348 -2.79840 0.574
O -0.54621 -0.02026 -1.83932 0.024
H -2.49554 -2.74732 3.82579 0.229
H -3.98114 -2.62646 2.94969 0.256
H -4.05474 -1.22406 -1.01379 0.538
H -4.79687 -0.45737 -3.16499 0.478
H -4.28705 0.47138 -5.39600 0.461
H -1.97522 1.14176 -5.96388 0.468
H -0.16025 0.91444 -4.29129 0.523
C -3.21803 3.87109 1.65792 -0.863
S -1.94036 4.33906 0.46875 0.090
C -1.02858 2.90839 0.28522 0.515
S -1.42483 1.41074 1.13460 -0.303
N 0.00143 2.98816 -0.49598 -1.709
N 0.70816 1.85407 -0.66829 0.823
C 1.78291 1.97203 -1.37366 -0.733
C 2.51205 0.78409 -1.72413 0.994
C 3.68829 0.83034 -2.45831 -0.823
C 4.29917 -0.35569 -2.83500 -0.413
C 3.69638 -1.55518 -2.48363 -0.895
C 2.53054 -1.52916 -1.73831 -0.263
N 1.95452 -0.39143 -1.34210 -0.016
H -3.78838 4.77911 1.83945 0.387
H -2.77041 3.53751 2.59105 0.329
H -3.87255 3.11010 1.23947 0.318
H 2.07612 2.95140 -1.73366 0.567
H 4.09877 1.79313 -2.73304 0.539
H 5.22284 -0.34464 -3.39829 0.495
H 4.12020 -2.50310 -2.78297 0.498
H 2.03723 -2.44807 -1.45101 0.583
N 5.14242 1.33677 5.02408 0.007
C 6.19837 0.89802 5.76043 0.799
C 6.98487 1.49377 6.74475 -1.055
C 7.98641 0.71699 7.27639 -0.384
C 8.22375 -0.61566 6.85418 -0.534
C 7.46254 -1.20879 5.88617 -0.808
C 6.42303 -0.44190 5.32301 0.699
N 5.53318 -0.76726 4.36745 -0.488
C 4.76607 0.30434 4.19147 -0.244
C 3.70724 0.30113 3.24781 1.169
C 2.81973 1.36810 2.98906 -1.183
C 1.82650 1.23217 2.06455 -0.116
N 1.60532 0.10641 1.33338 0.735
C 2.49429 -0.92174 1.55941 -0.197
C 3.49619 -0.86785 2.47220 -1.063
H 4.73580 2.25504 5.08423 0.195
H 6.82456 2.51042 7.07745 0.406
H 8.62085 1.13447 8.04649 0.417
H 9.03053 -1.16825 7.31532 0.411
H 7.63956 -2.22100 5.55080 0.456
H 2.89737 2.30806 3.51762 0.414
H 1.14581 2.05397 1.88925 0.350
H 2.37321 -1.81563 0.96948 0.543
H 4.15014 -1.71443 2.62459 0.593
O 0.31638 -2.05528 -0.09082 -0.588
O 0.06220 -2.72481 1.12904 -0.071
```